13
Properties=species:S:1:pos:R:3:forces:R:3:lowdin_charge:R:1 method="wB97M-V/def2-TZVPD" smiles="COP(C)C(=O)I" homo_energy_ev=-8.350 energy_ha=-907.38951 orbital_gap_ev=8.305 e_above_lowest_kj_mol=121.8
C -1.48984 -0.64308 1.66027 2.595 0.700 -1.180 -0.058
O -1.01185 -0.33080 0.29899 -0.496 -1.308 0.628 -0.508
P -0.34087 0.98311 -0.30280 2.314 0.635 0.602 0.915
C 0.01215 0.26641 -1.94635 1.625 0.371 -0.185 -0.330
C 1.78488 0.69984 0.48988 -1.519 -0.105 0.696 -0.817
O 2.07306 0.63892 1.63252 -0.583 0.209 -0.984 -0.096
I 3.40667 0.30526 -0.96847 0.465 0.002 -0.308 0.635
H -1.46954 0.27290 2.21359 -0.274 0.482 0.597 0.066
H -0.71864 -1.32802 2.09355 -1.084 0.296 -0.304 0.107
H -2.46863 -1.01289 1.51625 -0.842 -0.679 0.235 0.070
H 1.10974 0.25773 -2.33366 -2.030 0.722 0.677 -0.027
H -0.73251 0.64365 -2.64784 0.285 -0.081 -0.192 0.031
H -0.15461 -0.75303 -1.70593 -0.457 -1.243 -0.283 0.011



14
Properties=species:S:1:pos:R:3:forces:R:3:lowdin_charge:R:1 method="wB97M-V/def2-TZVPD" s2=3.7767 charge=+1 homo_energy_ev="-12.579 / -12.682" energy_ha=-1585.04463 spin_multiplicity=4 orbital_gap_ev="6.647 / 6.932" e_above_lowest_kj_mol=15.5
V -1.98643 1.00562 -1.70550 2.409 -0.067 -1.007 0.890
I -0.11551 1.81435 -3.70437 -1.447 -0.407 1.222 0.068
C -1.56464 -1.37545 1.56098 -0.853 -0.145 -0.394 -0.002
O -0.22495 -0.90196 1.46618 0.054 0.087 -0.091 0.070
C 0.13901 -0.23388 0.40854 0.356 -0.028 0.442 -0.559
O -0.57255 -0.10147 -0.60543 -0.781 0.640 -0.187 -0.109
O 1.33442 0.24066 0.58663 -0.317 -0.562 -0.114 0.077
C 2.02495 0.88566 -0.48266 0.859 0.498 -0.964 -0.013
H -2.28791 -0.58130 1.35941 0.174 0.206 0.303 0.092
H -1.68541 -1.74958 2.56847 0.039 0.021 0.058 0.112
H -1.79766 -2.15644 0.83656 0.448 -0.155 0.051 0.108
H 3.09068 0.65829 -0.44184 -0.159 -0.121 0.701 0.111
H 1.90394 1.96085 -0.37597 -0.149 -0.024 -0.134 0.108
H 1.74205 0.53465 -1.47100 -0.632 0.058 0.113 0.047



16
Properties=species:S:1:pos:R:3:forces:R:3:lowdin_charge:R:1 method="wB97M-V/def2-TZVPD" homo_energy_ev=-6.532 energy_ha=-664.01456 orbital_gap_ev=6.123 e_above_lowest_kj_mol=1.4
O -1.86156 -1.85260 -1.66701 0.040 -0.179 0.069 -0.049
C -0.70366 -1.04832 -1.64066 0.114 0.456 -0.104 -0.253
C 0.31521 -1.74251 -0.75198 -0.576 -0.573 -0.059 -0.222
O 1.49802 -0.96708 -0.61837 0.411 0.395 0.167 -0.135
H -2.49810 -1.48293 -2.28430 0.011 0.043 0.010 0.094
H -0.91409 -0.04502 -1.23162 0.058 -0.224 -0.079 0.132
H -0.28109 -0.91746 -2.65177 -0.049 -0.038 0.176 0.129
H 0.55266 -2.74003 -1.14709 -0.064 0.220 0.123 0.136
H -0.09709 -1.86115 0.25913 0.113 0.003 -0.275 0.137
Li 1.47373 0.37404 0.73498 -0.576 1.643 1.031 0.771
O 1.67169 2.96878 1.63249 -0.133 -0.534 0.095 -0.133
C 0.58398 2.77127 2.26023 0.789 0.494 -0.913 -1.002
O -0.00219 1.59951 2.12398 -0.467 -2.038 -0.362 -0.301
O -0.01528 3.64179 2.97153 -0.404 0.076 0.482 -0.160
Na -1.71204 2.22271 3.45625 0.852 0.328 -0.387 0.743
H 1.98982 -0.92101 -1.44579 -0.119 -0.073 0.028 0.114



14
Properties=species:S:1:pos:R:3:forces:R:3:lowdin_charge:R:1 method="wB97M-V/def2-TZVPD" s2=12.0075 charge=+1 homo_energy_ev="-11.642 / -15.905" energy_ha=-1569.55180 spin_multiplicity=7 orbital_gap_ev="6.884 / 10.577" e_above_lowest_kj_mol=0.0
O -1.14343 1.01044 -1.57432 0.045 -0.565 -0.679 -0.044
O -0.44743 3.10936 -2.00368 0.011 -0.167 0.445 0.209
C -0.95207 2.20288 -1.19444 0.647 1.241 -0.908 -0.747
O -1.23229 2.54305 -0.00991 -0.220 0.406 0.337 -0.024
H -0.75478 -1.08545 1.93873 0.137 -0.266 0.004 0.142
Mn -1.71884 0.65262 0.29481 -1.223 0.732 0.001 1.231
O -0.72938 -0.80911 1.01274 0.019 -0.837 1.330 -0.149
H -0.11318 2.69245 -2.80962 -0.188 -0.057 -0.156 0.154
C 0.33751 -1.40224 0.31581 -1.357 -1.317 -0.793 -0.210
C 1.46500 -1.94620 1.08598 -0.143 3.047 -0.456 -0.040
H 1.87366 -0.82828 0.82025 1.697 -2.947 0.953 0.168
H 1.82121 -2.91381 0.70477 0.629 0.902 -0.076 0.101
H 0.25074 -1.26284 -0.76151 0.154 -0.111 0.463 0.122
H 1.34330 -1.96286 2.18039 -0.208 -0.060 -0.465 0.089